(P)
A molecular structure, C48H96O12. Source: the Open Molecules 2025 dataset; level of theory: ωB97M-V with the def2-TZVPD basis set.

The calculation puts the HOMO energy at -7.968 eV. The HOMO-LUMO gap comes out at 8.40 eV. As for the LUMO energy: 0.4292 eV.

```
156
Properties=species:S:1:pos:R:3:lowdin_charge:R:1
O 3.58001 -0.58366 0.59296 -0.168
O -0.76068 -4.11930 -1.70821 -0.301
O -4.26073 2.53052 -0.97961 -0.139
O -0.25515 0.80766 -3.16653 -0.242
O -4.09744 -3.02445 -0.30181 -0.153
O 2.35090 0.67047 3.50216 -0.255
O 2.30992 -1.30663 -2.70511 -0.199
O 1.37430 -2.56167 4.37947 -0.116
O 0.43805 -1.79233 0.45992 -0.058
O -3.11328 1.47073 1.52462 -0.189
O 3.62567 1.64867 -4.38816 -0.125
O 2.50742 4.59711 -0.82918 -0.154
C 1.64145 -3.53454 -2.17999 -0.093
C -5.72579 -2.41638 1.26264 -0.156
C -0.76456 -0.22205 -0.95737 -0.183
C -0.90477 1.63958 2.26494 -0.169
C 3.69029 2.31154 -2.07601 -0.138
C -0.72954 -1.64585 -0.41266 -0.134
C -4.28627 0.21379 -0.58674 -0.089
C 4.68916 0.98246 1.85505 -0.070
C 4.01254 -0.40365 1.90922 -0.154
C 1.95326 2.41923 5.04378 -0.116
C 0.67396 -2.87076 -3.16681 -0.116
C -1.24463 -4.00301 -0.36969 -0.257
C -1.18055 2.23322 -4.83553 -0.109
C -0.18106 -0.90096 3.74778 -0.153
C -5.46495 -3.26290 0.05361 -0.204
C 1.82540 -1.35234 4.99951 -0.166
C -4.38854 -2.58400 1.96167 -0.132
C 1.40411 1.58988 2.90963 -0.153
C -0.77663 -5.55977 -2.17416 -0.088
C -3.25888 -2.79901 0.90344 -0.176
C 0.49226 -0.54405 5.03458 -0.136
C -2.94467 0.64969 -0.98847 -0.245
C -3.17733 1.92189 -1.78335 -0.085
C 0.04710 -2.42520 3.74685 -0.117
C -2.12360 0.67113 2.21142 -0.092
C -1.08505 2.46674 1.05552 -0.171
C 2.94532 1.32433 4.59461 -0.169
C 1.04888 -1.41442 -3.21534 -0.269
C 2.58986 3.47688 -0.03972 -0.276
C 2.57854 -2.34725 -1.79105 -0.103
C 0.26946 4.09915 -0.60655 -0.063
C 1.26431 5.33323 -0.83340 -0.087
C 0.73850 2.21279 4.19891 -0.147
C 3.54582 0.58994 -0.22952 -0.182
C -1.87489 0.89562 -4.75820 -0.140
C 0.57815 0.30560 -0.59333 -0.142
C 4.27969 2.51604 -3.44249 -0.154
C 3.78867 1.62118 0.80483 -0.190
C -1.07065 -6.26642 -0.87566 -0.172
C -0.85789 -0.10172 -4.10075 -0.148
C 2.75370 0.74676 -3.75816 -0.134
C -0.51807 2.18881 -3.43175 -0.169
C -1.96503 -5.31113 -0.10926 -0.153
C 2.48174 1.38769 -2.34906 -0.144
C -2.55921 2.71902 1.22203 -0.172
C -4.95858 1.57800 -0.23889 -0.191
C 1.07308 -0.58736 0.59524 -0.150
C 1.17010 2.85491 -0.23968 -0.159
H -1.97203 -3.20118 -0.24304 0.043
H 1.01513 -1.10078 -4.25870 0.093
H -4.37607 -3.40742 2.67577 0.111
H 4.76344 -1.14680 2.17749 0.131
H 1.07511 5.69635 -1.84356 0.111
H 1.16159 2.09258 -1.01871 0.050
H 2.05499 -4.43620 -2.63178 0.105
H 3.92158 1.65409 4.23927 0.104
H 0.37444 2.81153 -3.49303 0.127
H -3.54056 1.63303 -2.76963 0.112
H -2.97605 -5.33223 -0.51608 0.125
H -2.62791 -3.67302 1.06491 0.093
H -1.65391 -1.69583 0.16278 0.061
H -0.34024 3.89342 -1.48634 0.092
H -2.79900 0.79452 -4.18907 0.089
H -2.73793 -1.85009 0.77584 0.066
H -0.83386 -0.33937 -2.03881 0.065
H 3.44522 2.86488 -0.32594 0.021
H -0.80788 -2.38832 -1.20683 0.102
H -2.92343 3.44850 1.94542 0.145
H -4.66835 -0.22426 -1.50882 0.136
H -0.43785 2.32308 -5.62826 0.120
H -0.17886 -6.39605 -0.26248 0.123
H 0.73893 0.94779 2.33226 -0.018
H -0.17627 -0.59853 -4.79117 0.113
H -2.26253 2.50945 -1.86080 0.089
H 4.44727 0.53374 -0.83969 0.153
H -0.00338 -2.82797 2.73526 0.102
H -6.02949 1.52189 -0.43410 0.114
H 3.22959 -0.22567 -3.63158 0.122
H -1.84763 3.09296 -4.89837 0.118
H 3.60356 -2.66397 -1.98375 0.127
H -1.60916 -7.20833 -0.98019 0.117
H 2.48821 0.50922 -1.70381 0.037
H 1.27017 6.19038 -0.16007 0.113
H 2.50909 -1.97342 -0.76952 0.103
H -1.15606 2.65251 -2.67939 0.062
H -2.85333 3.02666 0.21856 0.113
H -1.89754 -5.74701 0.88751 0.124
H 1.87101 0.48270 -4.34059 0.109
H 4.25844 2.52359 0.41359 0.116
H -2.31406 1.00322 -0.17274 0.069
H 2.40341 3.38741 4.82446 0.120
H 1.83026 2.29079 6.11918 0.123
H -2.22116 0.58594 -5.74426 0.110
H -0.53198 3.40212 1.14085 0.093
H 0.36375 -0.39491 2.95079 0.077
H -0.99482 2.26455 3.15343 0.112
H 1.12701 -3.94521 -1.31119 0.097
H -1.93960 -0.14653 1.51450 0.114
H 0.18386 3.14179 4.06682 0.124
H 1.52835 1.89646 -2.20663 0.078
H -1.53984 0.41931 -0.53821 0.001
H -0.88946 1.87270 0.16280 0.108
H 0.54390 0.53548 5.17613 0.062
H 4.16586 3.49533 -3.90740 0.117
H 3.14830 -0.41468 2.57335 0.092
H -1.54853 -5.61667 -2.94165 0.127
H -4.88335 1.83331 0.81811 0.110
H 0.01552 1.54136 4.66214 0.090
H 4.42034 1.71829 -1.52537 0.093
H -1.21811 -0.56577 3.76430 0.091
H 2.15396 -0.71142 0.66167 0.053
H -0.00933 1.02694 2.36956 -0.034
H 3.04877 0.55626 5.36109 0.114
H 3.49406 3.29580 -1.65078 0.098
H 5.34806 2.30062 -3.42547 0.113
H 0.19792 -5.82103 -2.58659 0.114
H -5.94279 -1.37918 1.00724 0.104
H 1.28281 0.16482 -1.41292 0.068
H 4.75033 1.43359 2.84542 0.087
H 0.92123 2.39789 0.71808 0.070
H -0.77444 -2.91054 4.27377 0.112
H 2.76615 3.83035 0.97618 0.145
H 2.53605 0.67893 -0.63021 0.068
H -2.37351 0.30847 3.20847 0.108
H -0.12900 -1.04309 5.77829 0.131
H 2.59080 -0.89663 4.37133 0.082
H -6.61022 -2.83515 1.74276 0.117
H -0.30500 4.37030 0.27920 0.085
H 2.85295 1.93350 1.26852 0.076
H 2.24730 -1.48384 5.99590 0.120
H -0.34214 -3.05502 -2.81800 0.084
H -2.42482 -0.13838 -1.53327 0.118
H 5.68536 0.88063 1.42457 0.124
H -5.65937 -4.33458 0.09603 0.121
H -4.06196 -1.75148 2.58484 0.100
H -0.36941 -3.82554 0.25529 0.140
H 1.70176 2.27389 2.11488 0.109
H 0.65997 1.35000 -0.29225 0.027
H -1.37983 -0.83162 -3.48196 0.131
H 0.40507 -0.78560 -2.60038 0.073
H -6.01565 -2.87238 -0.80215 0.121
H -4.19754 -0.52644 0.20843 0.092
H 0.79999 -0.04471 1.50026 0.073
H 0.79117 -3.35952 -4.13401 0.122
```



(Q)
12 unconnected molecules or ions with the total composition C48H96O12. Source: the Open Molecules 2025 dataset; level of theory: ωB97M-V with the def2-TZVPD basis set.

The calculation puts the HOMO energy at -9.193 eV. The HOMO-LUMO gap comes out at 9.76 eV. The SMILES is C1CCOC1.C1CCOC1.C1CCOC1.C1CCOC1.C1CCOC1.C1CCOC1.C1CCOC1.C1CCOC1.C1CCOC1.C1CCOC1.C1CCOC1.C1CCOC1. As for the LUMO energy: 0.5660 eV.

```
156
Properties=species:S:1:pos:R:3:lowdin_charge:R:1
O -6.12358 -27.46131 -8.45325 -0.129
O 3.26169 -27.21092 -4.12495 -0.153
O -1.21064 -25.25997 -4.47378 -0.142
O -5.79885 -32.88793 -5.75331 -0.153
O -1.65951 -28.51747 -2.52576 -0.176
O -0.11377 -37.71315 -8.68695 -0.135
O -3.03142 -35.58626 -5.32779 -0.153
O -0.38229 -34.90610 -11.93688 -0.167
O -2.90498 -26.53125 -12.64838 -0.113
O -0.08428 -31.34496 -8.96973 -0.162
O -3.85647 -31.22870 -12.70400 -0.122
O 3.86726 -32.30557 -7.26129 -0.155
C -1.99961 -36.91743 -9.89501 -0.157
C 3.97822 -33.03838 -9.43276 -0.161
C 2.12719 -28.91145 -5.20148 -0.187
C -3.25290 -27.00058 -1.68358 -0.146
C -5.42480 -28.63474 -8.09564 -0.211
C -3.47430 -34.57628 -3.18092 -0.132
C -0.71421 -27.29222 -12.87017 -0.144
C -2.68058 -27.23178 -11.44764 -0.208
C -1.62598 -26.11354 -13.10130 -0.225
C -7.38371 -33.95267 -7.08757 -0.151
C -3.96754 -28.21934 -7.87978 -0.136
C 0.97371 -34.65389 -13.92584 -0.147
C -3.95886 -31.92311 -10.47375 -0.153
C -1.25925 -27.84295 -11.53663 -0.166
C -4.73022 -31.18793 -11.60243 -0.221
C -0.96155 -30.19522 -7.11578 -0.170
C -0.74629 -36.71124 -7.92362 -0.213
C -3.78440 -36.08698 -3.13709 -0.160
C -0.80219 -26.33678 -5.32568 -0.190
C -3.07053 -32.44124 -12.63495 -0.166
C -1.75129 -31.48549 -7.34421 -0.139
C -6.09871 -33.73302 -7.85522 -0.200
C -1.55135 -35.86875 -8.89106 -0.185
C -0.80234 -24.05854 -5.14906 -0.182
C -0.67434 -32.28314 -8.07600 -0.184
C 3.35705 -34.17236 -8.62350 -0.176
C 3.60265 -33.70165 -7.19376 -0.203
C -3.77580 -36.55065 -4.58665 -0.204
C -0.59890 -25.72308 -6.72339 -0.166
C -4.09629 -26.69331 -7.61434 -0.149
C -2.04338 -27.85530 -1.33500 -0.217
C -3.87074 -27.72955 -2.89328 -0.153
C -0.20780 -35.38949 -13.26502 -0.197
C -0.71397 -37.78193 -9.98638 -0.175
C -5.59620 -26.42656 -7.62806 -0.188
C -2.85400 -28.78393 -3.29033 -0.180
C -3.42374 -33.09177 -11.30974 -0.155
C 3.44588 -28.19773 -5.13367 -0.209
C 0.68386 -33.99657 -11.63524 -0.194
C 1.14629 -33.45223 -12.99076 -0.161
C 3.57134 -31.81558 -8.59321 -0.171
C -5.34752 -32.62429 -7.09462 -0.179
C -2.91249 -34.35824 -4.62343 -0.192
C 2.29574 -27.62246 -3.16686 -0.189
C -0.28089 -30.01416 -8.44944 -0.178
C -1.35792 -24.40204 -6.53360 -0.164
C -6.76789 -33.91256 -5.67223 -0.192
C 1.74211 -28.94064 -3.72995 -0.156
H -7.87392 -34.85525 -7.44310 0.114
H -2.35507 -28.56768 -0.54710 0.114
H -5.71353 -31.64068 -11.76755 0.120
H -2.73027 -26.58011 -10.56638 0.104
H -5.62639 -34.71865 -7.92865 0.118
H -0.63818 -27.61983 -10.66561 0.096
H -5.49396 -31.58737 -7.39041 0.103
H -2.37099 -35.29884 -8.44505 0.106
H -2.99581 -29.78913 -2.85992 0.124
H -3.17696 -37.46131 -4.64717 0.116
H 1.54784 -26.84301 -3.00075 0.111
H 2.33086 -34.36422 -8.94758 0.089
H -6.25877 -34.83313 -5.37085 0.110
H -0.97385 -33.14604 -8.66411 0.090
H -1.06673 -26.34537 -7.48919 0.093
H -5.49990 -29.28085 -8.97617 0.107
H -2.53251 -31.17889 -8.05059 0.089
H -2.75218 -34.32544 -2.40955 0.101
H -1.57968 -27.08085 -5.51838 0.094
H -3.67379 -26.43049 -6.64305 0.088
H -3.14423 -31.25137 -10.18909 0.100
H 3.90452 -27.73690 -6.00540 0.122
H 1.89315 -35.23703 -13.87835 0.110
H 3.82209 -35.11019 -8.94298 0.113
H -0.05973 -37.26050 -10.68854 0.103
H 0.51607 -32.58461 -13.20550 0.104
H 2.14955 -33.02323 -13.00957 0.107
H -3.99638 -26.85156 -0.90628 0.108
H 4.47847 -34.19240 -6.76695 0.118
H -4.56317 -32.15087 -9.60141 0.079
H 3.51257 -32.93686 -10.41577 0.101
H -2.42960 -24.56737 -6.44645 0.097
H 1.47736 -34.51458 -11.08704 0.107
H -0.95990 -35.06407 -9.33943 0.076
H 0.75017 -34.38376 -14.95422 0.108
H 2.31875 -29.77308 -3.30953 0.114
H -5.93565 -25.44854 -7.97175 0.122
H -4.76180 -36.33496 -2.71825 0.107
H -2.83064 -37.50415 -9.48968 0.111
H 2.10083 -29.85082 -5.75197 0.108
H 5.06330 -33.10131 -9.44837 0.117
H -1.86173 -34.08271 -4.52274 0.114
H -1.99218 -32.27544 -12.67162 0.107
H -3.32806 -33.04976 -13.50350 0.118
H 0.44528 -25.53659 -6.97405 0.112
H -1.58452 -29.32849 -6.89247 0.078
H 0.64758 -29.44220 -8.41540 0.120
H 2.87251 -27.77690 -2.24716 0.117
H 0.27323 -23.87553 -5.13875 0.124
H -3.34898 -28.39312 -8.75741 0.092
H -3.35459 -28.07592 -11.29956 0.106
H -4.36212 -33.95069 -3.10219 0.101
H -3.55445 -26.14913 -8.38682 0.096
H -0.00218 -36.17714 -7.33056 0.119
H -4.82668 -28.19340 -2.64767 0.108
H 4.19004 -28.89372 -4.70437 0.124
H 2.73322 -33.94152 -6.57487 0.110
H -0.29514 -30.27928 -6.25357 0.106
H 0.09385 -26.81567 -4.93290 0.094
H 0.35537 -27.12710 -12.78879 0.112
H -4.96035 -30.18356 -11.23625 0.101
H -1.21283 -23.69823 -7.35706 0.114
H 0.07871 -32.56706 -7.32763 0.125
H 4.22704 -30.96680 -8.77375 0.117
H -0.93093 -38.82681 -10.19469 0.117
H -6.27554 -33.48291 -8.90941 0.106
H -1.34577 -25.17026 -12.60374 0.121
H -7.98779 -33.06147 -7.27722 0.119
H -1.00404 -28.04615 -13.60378 0.117
H -1.49255 -37.13170 -7.23392 0.112
H -3.52816 -28.63431 -6.97483 0.084
H -1.14777 -27.46826 -0.84785 0.121
H -2.51669 -33.38912 -10.77549 0.094
H -2.28131 -31.91855 -6.49908 0.102
H -7.53975 -33.58183 -4.97525 0.121
H -1.66930 -25.74786 -14.13128 0.120
H -3.04044 -36.59879 -2.52942 0.106
H -2.64345 -28.90434 -4.35340 0.096
H 0.70084 -29.17717 -3.51349 0.096
H -2.33450 -36.65937 -10.89931 0.104
H -5.86364 -29.19035 -7.25935 0.115
H -4.04474 -26.99096 -3.67621 0.100
H -1.08119 -35.15873 -13.87874 0.114
H -0.95292 -29.53974 -9.17046 0.093
H -0.03144 -36.46589 -13.23925 0.113
H -3.49624 -33.57992 -5.11300 0.082
H 0.32215 -33.18460 -11.00158 0.107
H -6.09773 -26.51038 -6.65217 0.120
H 1.45573 -28.23680 -5.75434 0.095
H 2.51959 -31.54553 -8.70820 0.102
H -1.38784 -28.92656 -11.48369 0.094
H -4.20368 -33.85183 -11.29632 0.119
H -1.34185 -23.21441 -4.72190 0.120
H -4.32468 -32.90257 -7.37820 0.092
H -4.77657 -36.71339 -4.98865 0.104
H -2.87850 -26.03984 -2.04288 0.104
```



(R)
12 unconnected molecules or ions with the total composition C48H96O12. Source: the Open Molecules 2025 dataset; level of theory: ωB97M-V with the def2-TZVPD basis set.

The calculation puts the HOMO energy at -9.345 eV. The HOMO-LUMO gap comes out at 9.87 eV. The SMILES is C1CCOC1.C1CCOC1.C1CCOC1.C1CCOC1.C1CCOC1.C1CCOC1.C1CCOC1.C1CCOC1.C1CCOC1.C1CCOC1.C1CCOC1.C1CCOC1. As for the LUMO energy: 0.5300 eV.

```
156
Properties=species:S:1:pos:R:3:lowdin_charge:R:1
O 4.86502 -0.74533 2.87682 -0.146
O -4.88177 4.73705 -1.92254 -0.124
O -4.62950 -0.02463 -1.95769 -0.154
O 1.82408 5.77294 -2.34891 -0.132
O 2.78514 -1.27886 -3.55039 -0.173
O -0.29249 2.54114 3.41311 -0.154
O 1.05822 -3.88691 4.03976 -0.148
O -4.48298 -1.81046 3.18527 -0.157
O -1.63160 -4.67468 -2.58831 -0.127
O -0.77917 -0.49025 0.16359 -0.173
O 0.59354 0.46546 -7.35427 -0.140
O 3.83277 4.65356 2.24085 -0.134
C 0.41926 -0.49259 0.92508 -0.208
C 0.06141 1.67311 -5.39027 -0.170
C -0.80196 2.21532 4.69702 -0.210
C 3.46816 -2.48234 -3.32811 -0.206
C -4.21199 3.78605 -2.73099 -0.204
C 1.15306 2.41814 -6.12007 -0.177
C 5.94925 -1.21219 2.09594 -0.214
C 0.29684 6.05499 -0.54472 -0.129
C 4.88131 -2.08762 -2.81108 -0.130
C -5.99776 -1.85576 -1.25623 -0.155
C -1.43659 -4.50404 -0.21617 -0.136
C 2.79621 3.69220 2.10012 -0.182
C -0.24904 -4.43622 -2.32576 -0.200
C 4.96174 2.79628 1.45222 -0.155
C 0.60230 -4.52017 5.23255 -0.206
C -4.61240 4.38839 -0.57184 -0.191
C -2.67977 2.50567 3.29818 -0.148
C -4.42763 -3.22744 3.08703 -0.211
C -0.10051 -5.84149 3.40875 -0.160
C 3.48955 2.40637 1.58181 -0.155
C -5.38788 -1.12963 -2.47775 -0.176
C 4.84320 4.31738 1.30865 -0.209
C -2.17778 2.85914 4.70410 -0.155
C 1.12956 1.76750 -7.50452 -0.210
C 1.53461 -0.40741 -0.13978 -0.153
C 1.18470 6.76135 -1.58868 -0.224
C -2.16348 -5.19974 -1.39187 -0.210
C -0.22170 -3.84377 -0.92556 -0.152
C 4.87326 -0.53702 -2.85029 -0.153
C -3.19292 -1.33174 3.57285 -0.183
C -3.47426 -3.63328 4.20443 -0.150
C -2.39340 -2.53550 4.08771 -0.145
C 0.12235 0.26227 -6.02114 -0.178
C 3.77501 -1.67076 2.75095 -0.172
C -1.38111 2.42664 2.48650 -0.188
C 0.36695 -5.96985 4.87070 -0.152
C 0.28077 4.60395 -1.04975 -0.169
C 0.71216 -4.66274 2.89611 -0.216
C 3.73233 -0.21298 -3.77353 -0.186
C 5.27978 -1.88137 0.90615 -0.169
C -0.59601 0.23712 -1.06210 -0.164
C -3.40100 3.42150 -0.57020 -0.147
C -5.05178 -1.45835 -0.13966 -0.172
C 0.87446 4.70459 -2.44736 -0.191
C 0.88867 0.62986 -1.03818 -0.142
C 4.15929 -2.64804 1.61245 -0.152
C -2.90666 3.52351 -2.00657 -0.173
C -4.58304 -0.05649 -0.52976 -0.206
H -2.74269 -0.93020 2.65682 0.113
H -0.68930 6.49052 -0.41412 0.107
H 4.59462 -3.56915 2.00708 0.112
H 1.37492 3.80157 -2.79193 0.114
H 0.12317 1.55161 -4.30709 0.095
H 0.60049 7.47453 -2.19280 0.118
H 1.29722 -6.53576 4.91863 0.115
H -0.13087 2.64008 5.44465 0.122
H -3.34095 -0.55460 4.32116 0.112
H 0.03928 -6.77630 2.86942 0.113
H 0.13674 5.02603 -3.19644 0.123
H 0.51662 2.33182 -8.21862 0.116
H -2.19751 4.34019 -2.15937 0.093
H -3.46179 3.16921 2.93419 0.108
H 5.84211 -0.18383 -3.20414 0.111
H 0.96101 3.49265 -6.18268 0.109
H 0.88681 -0.32228 -5.50161 0.108
H 1.60015 -4.98729 2.34043 0.118
H -4.42612 5.29620 0.01358 0.114
H -0.81942 -0.48386 -1.85273 0.121
H -2.05581 -6.29179 -1.31478 0.116
H -3.97974 -3.57326 5.16805 0.116
H 1.38931 -4.36900 5.97443 0.121
H -5.49588 3.95413 -0.08394 0.114
H 0.54363 0.40976 1.55075 0.107
H 0.94166 3.97917 -0.44815 0.081
H 0.71346 -3.98026 -0.38491 0.099
H 1.31475 0.59690 -2.04141 0.095
H -5.34217 0.64064 -0.13672 0.120
H 3.49600 -3.13313 -4.20603 0.117
H -0.86855 -0.18356 -6.02539 0.118
H 3.97632 -0.23778 -4.84230 0.125
H -4.66833 -1.77339 -2.99001 0.116
H -2.42003 2.61567 -2.37463 0.106
H -3.79221 2.43082 -0.34800 0.080
H 6.61538 -1.87457 2.66668 0.122
H 1.93268 7.40061 -1.11239 0.119
H 0.92855 1.61346 -0.56957 0.099
H -3.61128 0.22501 -0.13288 0.099
H -1.94259 -2.37784 5.06627 0.103
H -3.97298 -3.49944 2.12647 0.106
H 1.95213 3.96360 1.45823 0.093
H 0.15450 -3.99564 2.22961 0.087
H -1.24937 1.10913 -1.12747 0.098
H 4.87744 -1.08389 0.27355 0.094
H 2.12604 1.71343 -7.95350 0.115
H 5.06396 -2.49829 -1.82208 0.078
H 6.55106 -0.33965 1.83089 0.117
H -0.79842 1.12398 4.82046 0.119
H 5.66036 -2.41853 -3.49847 0.106
H -0.90453 2.12762 -5.62389 0.113
H -0.69753 4.12335 -1.12606 0.068
H 3.34810 1.61683 2.32297 0.099
H 2.45733 -0.04169 0.31663 0.083
H -1.16326 -5.58790 3.41297 0.090
H 1.70217 -1.42982 -0.48277 0.101
H -4.16320 -2.10360 -0.12816 0.104
H 0.15987 -3.80336 -3.11253 0.118
H -3.11494 1.50363 3.31145 0.084
H -1.10416 -5.18558 0.56543 0.091
H -2.08569 3.93719 4.82665 0.115
H -2.80879 2.45200 5.49578 0.112
H 5.92209 -2.51682 0.29705 0.107
H 3.14129 0.67764 -3.56435 0.106
H 0.30060 -5.38889 -2.40125 0.122
H 3.08429 1.96750 0.66497 0.085
H -0.29939 -4.03705 5.62640 0.105
H 2.87771 -1.13462 2.43358 0.096
H 5.74896 4.84184 1.61189 0.120
H 2.43675 3.54054 3.11588 0.114
H -3.23968 -5.02190 -1.33560 0.113
H -5.45073 -1.51914 0.87220 0.103
H -5.42680 -3.65641 3.11063 0.125
H -2.05997 -3.71978 0.19683 0.086
H 3.62324 -2.15678 3.71379 0.115
H -6.09605 -2.93537 -1.35151 0.108
H 2.14274 2.37093 -5.65651 0.103
H -6.99900 -1.44253 -1.10021 0.111
H 5.46307 2.32179 0.60917 0.106
H -1.30925 1.47677 1.95183 0.095
H -1.60992 -2.83167 3.38903 0.094
H -0.40565 -6.45487 5.46316 0.113
H -4.79131 2.85260 -2.78609 0.120
H -0.44201 -2.77903 -1.02497 0.090
H 4.55904 4.61657 0.29138 0.121
H -4.08458 4.14533 -3.75126 0.123
H -1.23426 3.25871 1.79336 0.104
H -2.69628 3.71590 0.20710 0.086
H 5.48721 2.57516 2.37970 0.113
H 2.97174 -3.00893 -2.50689 0.105
H 4.73283 -0.10470 -1.85880 0.093
H 0.35698 -1.33509 1.61466 0.116
H 3.26678 -2.88378 1.03415 0.093
H -3.11036 -4.64378 4.01423 0.096
H -6.15904 -0.75385 -3.14525 0.113
H 0.82045 6.06580 0.41140 0.100
```



Most stable = (R)